Entry 1:
{
  "formula": "C10H30O10",
  "method": "wB97M-V/def2-TZVPD",
  "species": ["O", "C", "C", "O", "H", "H", "H", "H", "H", "H", "O", "C", "C", "O", "H", "H", "H", "H", "H", "H", "O", "C", "C", "O", "H", "H", "H", "H", "H", "H", "O", "C", "C", "O", "H", "H", "H", "H", "H", "H", "O", "C", "C", "O", "H", "H", "H", "H", "H", "H"],
  "xyz": [[1.273, -1.046, 0.372], [0.161, -0.656, -0.425], [-1.034, -0.171, 0.377], [-1.361, -1.096, 1.403], [1.976, -1.076, -0.284], [0.417, 0.196, -1.072], [-0.152, -1.489, -1.063], [-1.849, -0.128, -0.346], [-0.829, 0.823, 0.786], [-0.554, -1.567, 1.638], [-2.157, 2.425, 3.010], [-2.194, 3.837, 2.944], [-2.148, 4.370, 1.525], [-1.125, 3.790, 0.714], [-1.548, 2.119, 2.328], [-3.140, 4.166, 3.373], [-1.346, 4.239, 3.512], [-2.004, 5.458, 1.581], [-3.089, 4.213, 1.000], [-0.283, 4.076, 1.082], [-1.365, -0.645, 5.330], [-1.984, -1.864, 5.758], [-1.826, -2.824, 4.613], [-2.636, -2.416, 3.494], [-1.677, 0.078, 5.880], [-1.509, -2.264, 6.661], [-3.039, -1.651, 5.953], [-2.146, -3.830, 4.865], [-0.797, -2.746, 4.248], [-2.327, -1.540, 3.226], [5.964, 0.118, -1.559], [4.905, 0.937, -2.002], [3.653, 0.149, -2.318], [3.710, -0.422, -3.622], [6.115, -0.548, -2.237], [4.637, 1.657, -1.227], [5.203, 1.508, -2.887], [2.750, 0.771, -2.267], [3.495, -0.567, -1.502], [3.683, -1.379, -3.548], [0.742, -0.597, -5.479], [-0.572, -1.129, -5.521], [-0.900, -1.877, -4.270], [0.017, -2.920, -3.997], [0.890, -0.156, -6.319], [-1.348, -0.389, -5.749], [-0.649, -1.865, -6.339], [-1.897, -2.313, -4.357], [-0.988, -1.257, -3.365], [0.883, -2.506, -3.921]],
  "smiles": "OCCO.OCCO.OCCO.OCCO.OCCO",
  "energy_ev": -31328.274,
  "homo_lumo_gap_ev": 9.9,
  "multiplicity": 1
}

***

Entry 2:
{
  "formula": "C18H30NO5P2Yb",
  "method": "wB97M-V/def2-TZVPD",
  "species": ["C", "C", "N", "C", "C", "C", "C", "P", "Yb", "P", "C", "O", "O", "H", "H", "H", "C", "C", "H", "H", "H", "H", "C", "C", "H", "H", "H", "H", "H", "H", "H", "H", "H", "H", "H", "H", "H", "H", "H", "H", "H", "H", "O", "C", "C", "C", "C", "C", "C", "C", "O", "O", "H", "H", "H", "H", "H"],
  "xyz": [[4.614, 1.280, -0.795], [3.373, 0.961, -0.245], [2.414, 0.362, -0.977], [2.719, -0.096, -2.211], [3.976, 0.092, -2.769], [4.929, 0.819, -2.067], [3.071, 1.442, 1.170], [1.762, 0.537, 2.106], [0.098, 0.514, -0.019], [-0.077, -0.545, -2.577], [1.682, -0.845, -3.048], [1.910, 4.035, 1.172], [-0.743, 2.961, 1.129], [5.282, 1.888, -0.194], [4.151, -0.301, -3.767], [5.892, 1.028, -2.499], [2.716, -0.762, 2.936], [1.167, 1.596, 3.461], [1.782, -0.567, -4.111], [1.846, -1.942, -3.030], [2.754, 2.528, 1.133], [3.983, 1.429, 1.784], [-0.992, -2.042, -3.079], [-0.536, 0.659, -3.871], [-0.548, 2.756, 0.100], [-1.581, 2.437, 1.341], [0.975, 3.783, 1.090], [2.129, 4.629, 0.440], [0.921, -1.474, -0.080], [-0.129, 2.365, -1.060], [3.388, -0.370, 3.707], [2.003, -1.459, 3.395], [3.296, -1.320, 2.194], [1.966, 1.903, 4.152], [0.650, 2.483, 3.061], [0.415, 1.011, 4.018], [-0.455, 0.239, -4.881], [-1.568, 0.986, -3.682], [0.113, 1.538, -3.763], [-0.996, -2.184, -4.168], [-0.572, -2.928, -2.585], [-2.029, -1.921, -2.731], [-2.601, -2.949, 0.341], [-3.743, -2.556, 0.913], [-4.796, -3.488, 1.014], [-6.031, -3.089, 1.545], [-6.208, -1.768, 1.977], [-5.160, -0.824, 1.893], [-3.904, -1.203, 1.366], [-2.769, -0.206, 1.230], [-2.891, 0.979, 1.603], [-1.689, -0.702, 0.690], [-2.012, -2.111, 0.379], [-4.628, -4.483, 0.641], [-6.835, -3.818, 1.604], [-7.181, -1.479, 2.387], [-5.304, 0.196, 2.237]],
  "energy_ev": -80988.364,
  "homo_lumo_gap_ev": 7.7,
  "s_squared": 0.7509,
  "multiplicity": 2
}

***

Entry 3:
{
  "formula": "C7H11Cl13",
  "method": "wB97M-V/def2-TZVPD",
  "species": ["Cl", "C", "Cl", "Cl", "H", "Cl", "C", "Cl", "Cl", "H", "Cl", "C", "Cl", "Cl", "H", "Cl", "C", "C", "Cl", "H", "H", "H", "H", "Cl", "C", "C", "Cl", "H", "H", "H", "H"],
  "xyz": [[-2.120, -4.754, 1.024], [-2.602, -3.220, 1.790], [-4.173, -3.340, 2.591], [-2.513, -1.882, 0.685], [-1.886, -3.083, 2.592], [-0.154, 5.448, 4.268], [0.166, 5.480, 2.507], [1.664, 6.365, 2.157], [-1.228, 6.159, 1.708], [0.369, 4.495, 2.113], [-1.507, 2.685, 1.299], [-0.296, 1.352, 1.248], [0.414, 1.163, 2.834], [0.922, 1.720, 0.043], [-0.782, 0.446, 0.909], [-2.200, 0.641, -1.595], [-0.854, 0.077, -2.641], [-1.400, -0.772, -3.764], [-0.079, -1.521, -4.703], [-0.141, -0.465, -2.025], [-0.384, 1.002, -2.964], [-1.966, -0.167, -4.469], [-2.079, -1.534, -3.389], [0.789, -2.093, 0.185], [2.310, -1.664, -0.670], [3.486, -2.441, -0.158], [3.935, -1.915, 1.506], [2.443, -0.598, -0.507], [2.181, -1.833, -1.739], [4.372, -2.237, -0.755], [3.316, -3.510, -0.080]],
  "smiles": "ClC(Cl)Cl.ClC(Cl)Cl.ClC(Cl)Cl.ClCCCl.ClCCCl",
  "energy_ev": -170229.352,
  "homo_lumo_gap_ev": 11.3,
  "multiplicity": 1
}

***

Entry 4:
{
  "formula": "C13H10LiN2O2S",
  "method": "wB97M-V/def2-TZVPD",
  "species": ["O", "N", "O", "C", "N", "C", "C", "C", "C", "C", "C", "S", "C", "C", "C", "C", "C", "C", "H", "H", "H", "H", "H", "H", "H", "H", "H", "H", "Li"],
  "xyz": [[1.197, -4.087, 0.604], [0.681, -3.904, -0.409], [1.109, -2.636, -0.998], [-0.022, -1.783, -1.053], [-0.006, -0.862, 0.076], [1.027, 0.115, -0.022], [2.221, -0.136, 0.641], [3.250, 0.799, 0.604], [3.082, 1.982, -0.108], [1.898, 2.254, -0.796], [0.871, 1.310, -0.735], [-0.682, 1.581, -1.543], [-1.758, 0.843, -0.322], [-2.993, 1.411, -0.049], [-3.800, 0.813, 0.907], [-3.357, -0.330, 1.559], [-2.118, -0.888, 1.286], [-1.298, -0.291, 0.337], [-0.057, -1.305, -2.034], [-0.920, -2.395, -0.954], [2.353, -1.054, 1.189], [4.167, 0.624, 1.144], [3.856, 2.738, -0.147], [1.730, 3.167, -1.350], [-3.273, 2.309, -0.579], [-4.754, 1.266, 1.128], [-3.970, -0.807, 2.309], [-1.771, -1.781, 1.782], [3.335, 1.050, -2.468]],
  "energy_ev": -31749.941,
  "charge": 1,
  "homo_lumo_gap_ev": 6.9,
  "multiplicity": 1
}

***

Entry 5:
{
  "formula": "C42H84O14",
  "method": "wB97M-V/def2-TZVPD",
  "species": ["C", "C", "O", "C", "H", "H", "H", "H", "H", "H", "C", "C", "O", "C", "H", "H", "H", "H", "H", "H", "C", "C", "O", "C", "H", "H", "H", "H", "H", "H", "C", "C", "O", "C", "H", "H", "H", "H", "H", "H", "C", "C", "O", "C", "H", "H", "H", "H", "H", "H", "C", "C", "O", "C", "H", "H", "H", "H", "H", "H", "C", "C", "O", "C", "H", "H", "H", "H", "H", "H", "C", "C", "O", "C", "H", "H", "H", "H", "H", "H", "C", "C", "O", "C", "H", "H", "H", "H", "H", "H", "C", "C", "O", "C", "H", "H", "H", "H", "H", "H", "C", "C", "O", "C", "H", "H", "H", "H", "H", "H", "C", "C", "O", "C", "H", "H", "H", "H", "H", "H", "C", "C", "O", "C", "H", "H", "H", "H", "H", "H", "C", "C", "O", "C", "H", "H", "H", "H", "H", "H"],
  "xyz": [[-1.978, -10.076, 6.624], [-2.898, -11.098, 7.165], [-4.100, -10.892, 7.219], [-2.344, -12.289, 7.900], [-1.208, -10.597, 6.048], [-1.534, -9.409, 7.362], [-2.472, -9.462, 5.874], [-1.687, -12.841, 7.221], [-3.140, -12.969, 8.183], [-1.882, -11.852, 8.785], [-0.024, -15.724, 9.543], [0.678, -14.503, 10.118], [0.423, -14.129, 11.232], [1.586, -13.720, 9.185], [-0.712, -16.169, 10.261], [0.695, -16.493, 9.265], [-0.616, -15.457, 8.668], [1.306, -13.872, 8.144], [2.600, -14.103, 9.323], [1.478, -12.675, 9.470], [-1.439, -10.802, 1.395], [-1.500, -10.401, 2.852], [-2.116, -11.065, 3.662], [-0.662, -9.207, 3.272], [-0.728, -10.310, 0.736], [-2.443, -10.655, 0.990], [-1.154, -11.856, 1.367], [0.234, -9.529, 3.808], [-1.205, -8.611, 4.006], [-0.409, -8.605, 2.402], [6.415, -16.352, 10.281], [5.288, -15.705, 9.502], [4.147, -16.041, 9.683], [5.690, -14.657, 8.486], [6.815, -17.213, 9.741], [6.155, -16.611, 11.302], [7.254, -15.649, 10.316], [4.797, -14.070, 8.260], [6.052, -15.111, 7.563], [6.361, -13.902, 8.881], [-0.372, -6.489, 4.990], [0.605, -7.127, 5.935], [0.799, -8.316, 5.963], [1.421, -6.198, 6.813], [-0.994, -7.246, 4.513], [0.097, -5.838, 4.251], [-1.094, -5.836, 5.492], [1.162, -5.145, 6.736], [2.499, -6.302, 6.657], [1.333, -6.544, 7.847], [1.891, -11.608, 6.300], [2.763, -12.182, 5.224], [2.844, -11.650, 4.128], [3.556, -13.433, 5.463], [0.883, -12.006, 6.384], [1.816, -10.532, 6.123], [2.410, -11.711, 7.258], [4.075, -13.694, 4.543], [3.004, -14.330, 5.743], [4.263, -13.215, 6.271], [3.799, -17.623, 0.783], [3.845, -16.731, 1.971], [2.873, -16.616, 2.682], [5.128, -15.974, 2.223], [4.702, -18.242, 0.754], [3.872, -17.162, -0.210], [2.831, -18.120, 0.773], [5.920, -16.712, 2.367], [5.050, -15.378, 3.130], [5.350, -15.327, 1.375], [3.030, -12.738, 1.002], [2.498, -11.984, -0.212], [1.622, -11.156, -0.140], [3.152, -12.323, -1.547], [4.025, -12.319, 1.164], [3.118, -13.782, 0.698], [2.372, -12.580, 1.849], [2.341, -12.182, -2.267], [3.369, -13.387, -1.598], [3.936, -11.586, -1.699], [5.799, -10.511, 2.624], [6.307, -11.181, 1.382], [6.073, -10.749, 0.284], [7.140, -12.431, 1.603], [6.701, -10.140, 3.142], [5.389, -11.164, 3.398], [5.198, -9.610, 2.531], [7.594, -12.286, 2.585], [7.897, -12.528, 0.832], [6.440, -13.264, 1.654], [2.854, -9.980, 9.455], [4.208, -10.587, 9.219], [4.365, -11.551, 8.505], [5.338, -10.037, 10.059], [2.945, -8.905, 9.267], [2.537, -10.227, 10.465], [2.176, -10.325, 8.674], [6.261, -10.466, 9.666], [5.232, -10.259, 11.120], [5.394, -8.948, 9.990], [6.543, -8.540, 6.532], [5.145, -7.978, 6.681], [4.969, -6.970, 7.337], [3.995, -8.740, 6.083], [6.700, -8.848, 5.496], [6.636, -9.386, 7.207], [7.250, -7.756, 6.793], [3.259, -8.977, 6.846], [4.398, -9.593, 5.534], [3.490, -8.134, 5.328], [5.346, -18.108, 6.419], [4.183, -18.033, 7.393], [4.070, -18.827, 8.296], [3.199, -16.900, 7.138], [5.922, -17.183, 6.464], [5.020, -18.395, 5.423], [6.006, -18.875, 6.833], [3.809, -16.050, 6.835], [2.691, -16.636, 8.057], [2.502, -17.227, 6.371], [-0.464, -17.005, 4.749], [0.088, -15.597, 4.880], [0.839, -15.286, 5.773], [-0.441, -14.548, 3.930], [0.122, -17.681, 5.366], [-0.362, -17.269, 3.695], [-1.510, -17.047, 5.051], [0.045, -14.591, 2.951], [-0.407, -13.529, 4.300], [-1.476, -14.832, 3.707], [9.189, -12.486, 5.572], [7.715, -12.280, 5.903], [6.844, -12.576, 5.136], [7.350, -11.908, 7.317], [9.464, -13.426, 6.050], [9.772, -11.686, 6.030], [9.333, -12.492, 4.496], [6.270, -11.945, 7.390], [7.831, -10.944, 7.499], [7.813, -12.545, 8.072]],
  "energy_ev": -73579.662,
  "homo_lumo_gap_ev": 9.1,
  "multiplicity": 1
}

***

Entry 6:
{
  "formula": "C4H10N2",
  "method": "wB97M-V/def2-TZVPD",
  "species": ["H", "N", "C", "N", "C", "C", "C", "H", "H", "H", "H", "H", "H", "H", "H", "H"],
  "xyz": [[0.846, 2.849, -2.540], [1.339, 2.138, -1.974], [0.714, 0.980, -1.704], [-0.166, 0.773, -0.570], [-0.836, -0.494, -0.296], [-0.836, -0.703, 1.219], [0.612, -0.930, 1.708], [1.060, 0.124, -2.293], [-0.865, 1.518, -0.437], [-1.890, -0.690, -0.771], [-0.204, -1.229, -0.797], [-1.488, -1.589, 1.482], [-1.316, 0.071, 1.680], [0.637, -1.678, 2.486], [1.148, 0.015, 1.974], [1.246, -1.154, 0.833]],
  "smiles": "[H]/N=C\\NCCC",
  "energy_ev": -7287.809,
  "homo_lumo_gap_ev": 8.8,
  "multiplicity": 1
}

***

Entry 7:
{
  "formula": "CH4ClNO",
  "method": "wB97M-V/def2-TZVPD",
  "species": ["C", "N", "O", "Cl", "H", "H", "H", "H"],
  "xyz": [[-0.091, 0.456, 0.425], [0.335, -0.059, 1.584], [0.160, 1.530, -0.105], [-1.206, -0.706, -0.379], [-0.156, 0.064, -2.663], [-0.135, -0.920, 1.695], [0.996, 0.392, 2.117], [0.096, -0.757, -2.673]],
  "energy_ev": -17161.082,
  "homo_lumo_gap_ev": 11.5,
  "multiplicity": 1
}

***

Entry 8:
{
  "formula": "C39H30BrInN2O4S3Sb",
  "method": "wB97M-V/def2-TZVPD",
  "species": ["In", "O", "C", "C", "C", "C", "C", "C", "C", "C", "C", "O", "C", "C", "C", "C", "C", "C", "C", "C", "C", "C", "C", "C", "N", "C", "C", "C", "C", "C", "C", "C", "C", "C", "C", "C", "C", "H", "H", "H", "H", "H", "H", "H", "H", "H", "H", "H", "H", "H", "H", "H", "H", "H", "H", "H", "H", "H", "H", "H", "H", "H", "H", "H", "S", "Sb", "S", "S", "Br", "C", "C", "N", "C", "C", "C", "C", "O", "O", "H", "H", "H"],
  "xyz": [[1.498, -0.172, -0.244], [-0.108, 0.972, -0.882], [-1.128, 0.694, -1.776], [-1.033, -0.778, -2.307], [-1.249, -1.737, -1.176], [-2.464, -2.380, -0.987], [-2.635, -3.164, 0.138], [-1.594, -3.290, 1.039], [-0.395, -2.632, 0.793], [0.772, -2.735, 1.733], [1.047, -1.438, 2.569], [1.524, -0.415, 1.778], [-0.214, -0.947, 3.319], [-0.475, 0.421, 3.348], [-1.583, 0.927, 4.017], [-2.458, 0.071, 4.675], [-2.209, -1.296, 4.656], [-1.099, -1.796, 3.986], [2.135, -1.781, 3.622], [3.293, -1.013, 3.643], [4.325, -1.297, 4.530], [4.214, -2.355, 5.421], [3.054, -3.119, 5.421], [2.027, -2.832, 4.532], [-0.243, -1.871, -0.304], [-1.022, 1.693, -2.944], [-0.814, 1.325, -4.265], [-0.615, 2.291, -5.251], [-0.621, 3.635, -4.923], [-0.828, 4.015, -3.597], [-1.027, 3.052, -2.622], [-2.496, 0.866, -1.081], [-3.678, 0.994, -1.812], [-4.905, 1.091, -1.165], [-4.965, 1.059, 0.224], [-3.790, 0.941, 0.957], [-2.565, 0.850, 0.306], [-0.021, -0.921, -2.701], [-1.765, -0.958, -3.093], [-3.257, -2.251, -1.714], [-3.579, -3.668, 0.314], [-1.697, -3.917, 1.914], [1.689, -2.889, 1.163], [0.652, -3.610, 2.369], [0.204, 1.079, 2.820], [-1.770, 1.996, 4.021], [-3.326, 0.461, 5.194], [-2.884, -1.979, 5.161], [-0.934, -2.867, 3.982], [3.380, -0.200, 2.936], [5.227, -0.696, 4.515], [5.024, -2.590, 6.102], [2.952, -3.956, 6.103], [1.139, -3.452, 4.563], [-0.778, 0.279, -4.547], [-0.428, 1.978, -6.272], [-0.445, 4.386, -5.686], [-0.814, 5.063, -3.320], [-1.145, 3.340, -1.582], [-3.630, 1.022, -2.897], [-5.815, 1.196, -1.748], [-5.921, 1.137, 0.729], [-3.820, 0.916, 2.041], [-1.643, 0.765, 0.869], [4.206, -4.143, 0.684], [3.207, -3.766, -1.358], [2.997, -1.338, -1.754], [1.195, -4.862, -1.601], [1.980, 0.651, -5.930], [2.456, 2.020, -4.704], [3.066, 3.166, -5.177], [3.388, 4.179, -4.371], [3.113, 4.043, -3.071], [2.538, 2.909, -2.505], [2.190, 1.873, -3.357], [2.357, 2.881, -0.989], [2.134, 3.972, -0.468], [2.521, 1.769, -0.364], [3.302, 3.273, -6.231], [3.361, 4.879, -2.430], [1.717, 0.980, -2.979]],
  "energy_ev": -166366.474,
  "charge": -2,
  "homo_lumo_gap_ev": [6.0, 6.0],
  "s_squared": 0.7624,
  "multiplicity": 2
}